38
Properties=species:S:1:pos:R:3:nbo_charge:R:1 method="wB97M-V/def2-TZVPD" multiplicity=1 orbital_gap_ha=0.2036 relative_energy_kj_mol=0.0 total_charge=-1 homo_energy_ev=-3.621
C 3.73473 -1.78763 3.17282 -0.75
C 3.15846 -1.26893 1.87759 0.79
O 3.43131 -0.19178 1.42724 -0.54
O 2.35110 -2.10286 1.16771 -0.52
C 1.48782 -2.97588 1.89784 -0.08
C 0.43377 -2.24395 2.72729 -0.48
C -0.84066 -1.93074 1.94221 -0.24
O -0.61767 -1.22953 0.71478 -0.51
C 0.09360 -0.08408 0.85954 0.66
O -0.04200 0.63808 1.81712 -0.59
P -2.07472 -1.09888 3.03914 1.51
O -3.05452 -2.05184 3.62003 -1.09
H 2.98243 -1.79732 3.96670 0.23
H 4.52139 -1.09126 3.46799 0.25
H 4.16340 -2.78565 3.06648 0.23
H 0.97993 -3.57563 1.13684 0.21
H 2.06195 -3.67580 2.51500 0.18
H 0.13017 -2.90857 3.54695 0.24
H 0.82352 -1.33618 3.19648 0.23
H -1.30708 -2.88314 1.66988 0.23
H 0.81578 0.10262 0.05899 0.18
H -1.27630 -0.45990 4.00747 -0.09
H -2.61484 -0.04465 2.28937 -0.06
C -0.70905 1.88263 -1.93677 -0.65
C -0.53607 3.25589 -2.58067 -0.07
O -0.39197 3.25220 -3.97502 -0.59
C -1.64153 3.22483 -4.77209 0.33
O -2.58612 4.00288 -4.36744 -0.87
C -2.13533 1.74917 -4.92653 0.90
F -1.13278 0.82893 -5.04938 -0.36
F -2.86199 1.63456 -6.06670 -0.36
F -2.93356 1.29658 -3.93933 -0.35
H -0.03678 1.15465 -2.39677 0.20
H -0.49101 1.95128 -0.86644 0.18
H -1.72825 1.51494 -2.03863 0.22
H 0.39751 3.68786 -2.20049 0.15
H -1.34675 3.92953 -2.28218 0.19
H -1.20793 3.41756 -5.78703 0.08

---

15
Properties=species:S:1:pos:R:3:nbo_charge:R:1 method="wB97M-V/def2-TZVPD" multiplicity=1 orbital_gap_ha=0.3301 relative_energy_kj_mol=43.8 total_charge=0 homo_energy_ev=-8.529
N -1.15555 0.95306 0.19573 -0.83
C 0.32901 0.93813 0.23932 -0.24
C 0.86189 0.57988 -1.12594 -0.54
S 2.65889 0.47483 -1.14567 0.10
S 3.04105 -1.34989 -0.18547 -0.15
H -1.55400 0.72722 1.09549 0.35
H -1.43822 1.89886 -0.02454 0.35
H 0.65479 0.18650 0.95352 0.20
H 0.63485 1.94989 0.48207 0.18
H 0.74195 1.41453 -1.82911 0.22
H 0.35885 -0.28824 -1.53609 0.23
H 2.15287 -2.04576 -0.90936 0.13
H -3.01212 -1.33791 1.34129 0.46
H -1.79724 -2.10177 1.56577 0.46
O -2.47703 -1.99933 0.88300 -0.92

---

41
Properties=species:S:1:pos:R:3:nbo_charge:R:1 method="wB97M-V/def2-TZVPD" multiplicity=1 orbital_gap_ha=0.0766 total_charge=-1 homo_energy_ev=-1.309
N -0.59430 -4.02166 1.95261 -0.89
C -1.78085 -3.57030 1.07742 -0.25
C -2.89608 -2.97154 2.17046 -0.50
C -4.10020 -4.08828 2.24836 -0.26
F -3.59121 -5.45136 2.55191 -0.49
H 0.22860 -4.25681 1.34963 0.33
H -0.97885 -4.89076 2.42946 0.37
H -1.47513 -2.78693 0.26169 0.15
H -2.17122 -4.53732 0.52264 0.18
H -3.34280 -1.94460 1.82438 0.20
H -2.37314 -2.81916 3.22639 0.19
H -4.54749 -4.10834 1.14286 0.07
O -1.38613 1.57374 -0.88877 -0.90
P 0.09330 1.11677 -0.88787 2.13
N 0.26639 1.46082 0.77205 -0.79
C 1.38795 2.07684 1.46036 -0.40
C -0.28536 0.40946 1.63259 -0.42
N 0.54705 2.44764 -1.87681 -0.83
C 0.62280 3.79992 -1.33094 -0.40
C -0.21976 2.52054 -3.13418 -0.40
N 1.79402 0.59145 -0.88685 -0.70
C 2.94087 1.38238 -1.32665 -0.40
C 1.87614 -0.72970 -1.52340 -0.43
H 2.23652 1.39386 1.57302 0.17
H 1.09293 2.39807 2.46689 0.20
H 1.73646 2.98566 0.97616 0.19
H 0.39931 -0.44199 1.69596 0.17
H -1.23993 0.04461 1.24169 0.23
H -0.48615 0.77928 2.64417 0.19
H -0.24235 4.04706 -0.71314 0.19
H 0.70240 4.55588 -2.12305 0.19
H 1.53682 3.93459 -0.75050 0.18
H -1.20645 2.96595 -2.98632 0.19
H -0.35661 1.51927 -3.55798 0.19
H 0.31740 3.11286 -3.88514 0.18
H 2.91284 1.60734 -2.39745 0.19
H 3.87413 0.83921 -1.13180 0.19
H 3.03780 2.31531 -0.76735 0.20
H 1.71088 -0.65727 -2.60501 0.17
H 1.11380 -1.39704 -1.10735 0.21
H 2.84561 -1.20544 -1.34015 0.19